Entry 1:
63
Properties=species:S:1:pos:R:3:forces:R:3 method="wB97M-V/def2-TZVPD" s_squared=0.75 e_homo_ev="-1.7 / -1.7" total_charge=-2 spin_multiplicity=2
C 5.24619 0.30387 -6.14400 0.8 0.4 -1.9
H 4.45505 -1.08154 1.85416 0.0 0.6 -1.1
O -1.32319 -1.78669 -0.50314 0.0 -0.4 0.7
C -2.72911 -1.30476 2.09433 0.0 -1.0 1.8
H -1.75084 2.15130 2.71256 -1.6 0.8 0.5
C 4.22840 0.71889 0.64267 -0.3 0.1 0.8
S 1.94757 3.18613 -2.58816 0.0 -0.1 0.2
H -3.11788 -1.04982 3.16609 0.6 -0.5 -1.8
H 3.50602 -2.59947 0.02528 0.1 0.5 0.2
O 0.46717 -3.39559 0.51123 -1.0 0.7 0.4
H -1.12722 4.38743 0.86184 -1.7 0.1 0.1
H 2.12416 -0.50618 -5.22600 0.1 0.1 0.2
H -2.35008 -4.20611 1.17415 0.9 -0.6 -2.1
H -4.88484 2.12556 1.23227 1.0 1.3 -1.3
C 3.40876 0.78579 -4.04280 -0.2 -0.5 -1.4
O 0.04734 -0.25591 1.70934 0.2 -0.2 0.2
H 1.10318 -2.92421 2.03933 -0.1 0.5 -0.5
P 2.10049 1.22537 -2.72124 0.3 -0.4 -2.2
H -2.09662 -3.23609 3.97281 0.1 0.0 -0.9
C 3.50667 1.29193 -0.40988 1.3 0.2 1.4
P -0.09956 -1.29284 2.83670 0.1 1.6 -1.3
O -1.87843 -4.17823 0.24687 -1.9 0.3 2.7
H 5.04619 1.98785 -3.22144 -0.6 -0.7 -0.8
H -2.31085 4.68663 -0.38911 -0.6 -0.5 1.2
N -2.07501 1.91155 0.39703 -0.2 0.5 -0.3
H 4.74749 1.30824 1.40486 -0.3 0.1 -0.4
C 3.04109 -0.92521 -1.26272 0.4 0.0 1.7
C 3.11240 -0.05823 -5.16018 -1.0 0.4 2.0
H -3.52740 -1.77638 1.50270 0.1 0.5 0.1
C -2.78635 2.91268 1.07328 -1.0 1.5 -0.6
N -1.68182 -3.53054 3.06520 -0.9 0.4 0.8
O 1.13068 -2.26605 2.77581 1.0 -1.3 0.6
C -4.25256 2.95764 0.71829 -2.1 0.7 -1.4
H -0.76248 -3.86463 3.37507 -0.2 0.1 -0.6
H -2.63531 5.27847 1.35627 -0.1 -0.8 -0.5
H 6.49694 1.62864 -5.00249 1.0 0.4 -0.3
Ce -0.73590 0.61881 -0.30985 0.8 -0.9 -0.4
H -2.37958 -0.35045 1.65851 -0.5 -0.6 0.1
H -4.90535 -2.95908 3.00552 0.0 -0.4 1.7
C 4.14316 -0.63171 0.87272 -0.2 -2.3 0.3
H -3.55768 1.89098 2.86717 0.5 0.4 -0.3
C -1.51683 -2.32119 2.19468 0.8 1.2 0.7
H -6.58977 -3.31864 2.70366 -4.0 -4.1 0.7
C -2.78969 2.62877 2.55636 2.2 1.3 2.8
C 5.58248 1.10460 -5.06721 0.2 -0.3 -1.0
P -0.96390 -2.87013 0.51216 1.4 -0.1 -1.5
H -4.60319 3.96925 1.08481 -0.3 -1.1 -0.2
C -2.28014 4.42813 0.71567 2.9 -0.8 0.0
H 2.65694 -1.51971 -2.06621 -0.3 -0.3 -0.2
H -2.91266 3.61690 3.28102 0.3 -2.3 -1.7
C 3.57267 -1.51472 -0.09509 -0.1 1.4 -0.6
H -5.54950 -2.62887 1.71557 -0.6 1.1 -1.3
C -5.89664 -2.64308 2.72940 4.2 3.6 -0.9
C 4.70372 1.32441 -4.06182 -1.1 0.9 2.7
H -6.20112 -1.66630 3.10781 0.2 -0.2 -0.2
H 3.74351 -1.02048 -6.99675 0.3 1.0 1.1
C 2.91817 0.47524 -1.32722 0.0 -0.6 -0.3
H -4.36399 3.01024 -0.44494 -0.1 -0.5 2.0
C 4.02401 -0.33399 -6.14101 -0.1 -0.8 -1.7
O -0.17810 -0.74619 4.20211 -0.8 -0.2 0.7
H 5.81953 0.34343 -7.12910 -0.3 -0.4 1.7
H 3.45385 2.36868 -0.43517 -0.2 0.1 -0.4
S 0.47976 0.13562 -3.20975 0.1 0.3 0.2


Entry 2:
118
Properties=species:S:1:pos:R:3:forces:R:3 method="wB97M-V/def2-TZVPD" e_homo_ev=-2.1 total_charge=-1
C 2.85036 -1.72071 -1.74776 -0.6 0.8 -2.0
H 0.28231 -0.73250 -3.79338 0.0 0.0 0.1
O -0.28351 -0.26728 -1.76198 0.5 -7.3 0.6
H 6.08756 -3.72776 -4.42810 0.0 0.0 0.0
C -2.53871 2.65696 -2.35527 0.0 0.9 -0.6
C 0.47573 5.27363 0.47686 -0.5 0.2 0.0
C 3.78088 0.47327 1.04550 0.2 0.3 0.0
C -4.71340 -2.22202 1.40757 -0.1 0.2 0.3
H 1.84379 -4.48152 -2.95471 0.0 0.0 0.0
H -1.04454 0.34394 -4.28168 0.1 0.0 0.1
C 1.54591 -4.44004 -1.90481 0.6 0.0 0.3
C 4.52953 -2.79219 -5.56410 0.1 -0.1 -0.1
C 2.10942 3.01334 0.25141 0.7 -1.6 0.8
C 0.45573 3.53620 2.15108 -3.4 0.0 0.4
C -1.94681 1.82762 3.75879 -3.5 0.5 -1.7
C 0.07520 0.96651 -2.19246 -4.3 7.9 -4.3
Sb 2.67690 1.21185 -0.68131 3.8 1.0 2.1
C 0.83619 6.68228 0.08383 0.1 -0.1 0.0
H -0.93006 -4.45964 -0.04024 -0.2 0.0 0.1
C -2.19796 -4.30551 2.44512 -0.3 0.2 0.3
C 1.36601 -1.22859 2.74849 0.7 -0.7 -0.8
C -2.71280 1.33163 4.75336 0.1 -0.5 -0.4
C -0.32259 -4.09596 0.79680 -0.5 0.7 0.1
H 0.75460 2.51589 -3.59544 -0.4 -0.2 0.1
C -0.29315 2.65120 1.22404 -2.7 1.4 0.9
H 2.84671 -1.77112 -6.41782 0.0 0.0 0.0
Tl 0.08616 -0.23827 0.22185 0.5 -1.5 6.1
H -1.37289 4.28981 -3.25594 0.0 0.0 0.1
H -0.71744 1.39966 3.22388 6.7 -1.0 4.1
C 1.85331 -1.53017 4.04548 -0.2 0.2 -0.1
H -2.79210 -3.87806 3.25631 0.0 0.0 0.0
C -2.07200 -0.45510 2.57738 -0.7 0.3 -0.9
H 1.74571 -0.97155 6.09799 0.0 0.0 0.0
H 4.95492 -3.06182 -6.52303 0.0 0.0 0.0
C -1.50526 0.90308 2.56218 -4.0 0.6 -3.1
H -5.64689 -2.34252 0.84988 0.1 0.0 -0.1
C 3.42342 -2.09229 -3.08272 0.2 -0.1 0.6
H 0.69110 -5.09963 -1.75030 0.0 0.1 0.0
H 2.97659 3.46967 0.74222 0.1 -0.2 -0.1
C 1.40294 -0.76545 5.08990 -0.3 0.3 0.0
C 4.61715 -2.81635 -3.15933 0.0 0.0 -0.3
H -2.81153 3.83257 -4.15842 0.0 0.0 0.0
H 4.21051 2.77703 -2.40451 0.1 0.0 0.0
C -3.57425 -2.90687 -0.71049 0.1 -0.1 -0.1
H -1.42783 -0.95657 -2.77937 -2.9 5.1 -0.9
H -2.80693 -2.67897 -1.44411 0.0 0.0 0.0
C 3.34631 -2.06881 -5.50352 0.0 0.0 0.1
H 0.10192 0.90568 5.64731 0.0 0.0 0.0
C -0.53453 -2.61131 -2.84137 1.4 -1.4 0.8
H -4.55385 -3.13972 1.97353 0.0 0.0 0.0
C 5.16279 -3.16408 -4.38824 0.0 0.0 0.1
H 0.49466 -3.43978 0.37762 -1.7 -1.5 1.0
H -0.50816 -3.01901 2.65043 -0.1 0.3 0.0
H 0.70386 0.25871 -1.28825 3.3 1.1 1.4
H -1.37664 -3.15633 -2.40753 0.6 -0.6 0.3
H 5.05480 2.67616 -0.83615 0.0 0.0 -0.1
H -4.53786 -2.87749 -1.22524 0.0 0.0 0.1
H 0.14952 -4.96254 1.26899 -0.1 0.0 0.2
C -2.82779 -0.84183 3.70070 0.0 0.6 0.2
H -3.10458 4.39912 -1.16536 0.0 0.0 0.0
C 0.77793 4.81858 1.76678 -0.9 0.2 0.1
C 0.10263 0.49448 3.55401 2.7 -0.3 0.9
P -1.88453 -1.68894 1.15657 0.6 0.9 1.5
C -1.98899 3.43797 -3.55018 0.0 0.0 -0.2
C -3.56167 3.50525 -1.59664 -0.1 0.0 0.1
H 1.18570 2.81651 1.07465 5.5 -0.1 -3.5
As 1.03050 -2.59150 -1.39816 -0.7 -1.4 -3.1
H 1.88350 -1.15648 -4.25429 0.0 0.0 0.0
H 0.71792 3.16543 3.13406 0.1 -0.1 -0.1
H 4.39031 -0.38339 0.75282 -0.1 0.0 0.1
H 3.50338 -2.03479 -0.93309 -0.3 -0.1 0.1
H -2.88300 -4.69606 1.69058 0.0 0.0 0.0
H -3.41677 -3.93278 -0.36934 0.0 0.0 0.0
H 2.54622 -2.34547 4.19482 0.0 0.0 -0.1
C -0.55991 3.13337 -0.11988 -0.8 0.0 1.0
H -3.22769 -1.84859 3.72943 0.1 0.0 0.0
C -3.56606 -1.90954 0.44473 -0.7 -0.1 -0.1
H -2.99117 1.99925 5.56164 0.0 0.0 0.1
C -1.19470 -3.31212 1.85479 0.2 -0.9 -0.7
H 3.09131 0.16905 1.82617 0.1 0.1 0.0
C 2.80037 -1.72288 -4.27656 0.3 -0.1 -0.2
H 1.89949 1.19171 -3.36271 0.1 0.2 -0.1
H -4.36067 3.83376 -2.26824 0.0 0.0 0.0
H 1.82166 6.95175 0.46967 0.0 0.1 0.0
N 0.51285 -0.23561 2.52206 2.4 -1.4 3.5
C 1.17142 1.83156 -2.85166 0.4 -0.6 0.2
C -3.99531 -0.54450 5.89741 0.1 0.1 -0.1
C 4.49921 2.10659 -1.58864 0.3 0.1 0.2
H 1.76050 2.44148 -2.11570 -1.1 0.1 -1.4
C -0.53799 -0.16008 -3.40154 -2.9 5.7 -3.6
H -1.64530 2.86780 3.79245 0.2 -0.1 -0.4
H 2.77920 -0.53399 -1.70332 -0.1 -2.8 -0.3
N -0.64443 1.35046 1.50751 -4.5 2.3 -0.2
C -0.17587 4.43794 -0.43605 -0.4 0.2 0.7
H -3.80104 -0.93457 0.00202 0.3 0.1 0.1
H -5.05722 -0.48344 5.63938 0.0 0.0 0.1
H 0.10162 7.38943 0.47708 0.1 0.1 0.0
H -0.89097 -1.32046 -3.10901 3.0 -7.5 -2.4
H -4.02853 2.94225 -0.78450 0.1 0.0 0.0
C -3.13701 -0.02622 4.76851 0.0 -0.3 0.2
H -3.75344 -1.58457 6.12405 -0.1 0.0 0.0
H 1.28309 5.46621 2.47367 0.1 0.0 -0.1
H -4.87827 -1.40785 2.11412 0.1 0.0 0.0
H 4.42929 1.26934 1.42581 0.0 0.0 -0.1
H -1.66453 -5.16151 2.86601 0.1 0.0 -0.1
H -3.83189 0.03067 6.81130 -0.1 0.0 0.0
P -1.34868 1.85974 -1.17112 0.2 0.3 -0.8
H -0.21544 -3.11692 -3.76348 0.0 0.0 0.1
H 0.87191 6.79274 -1.00111 -0.1 0.0 0.0
H -1.39718 2.80068 -4.20926 0.1 0.0 0.1
H -0.37380 4.82231 -1.43018 0.0 0.0 0.0
S 1.73426 -2.05135 1.24772 1.5 0.4 2.4
C 0.48497 0.28555 4.84610 0.3 -0.4 0.5
H 5.12567 -3.11559 -2.25044 -0.1 0.0 0.1
H -3.09888 1.81682 -2.78272 0.2 -0.2 0.2
H 5.14136 1.31323 -1.98387 0.0 0.1 0.0
H 2.37910 -4.78049 -1.27937 0.0 -0.1 -0.1
H 1.74705 3.66134 -0.52040 0.5 0.0 0.0


Entry 3:
8
Properties=species:S:1:pos:R:3:forces:R:3 method="wB97M-V/def2-TZVPD" s_squared=2.01 e_homo_ev="-14.3 / -17.8" total_charge=+1 spin_multiplicity=3
C 0.53827 -0.04975 -0.26064 -0.6 1.0 -0.5
F 1.75912 -0.22152 -0.51386 0.7 -0.2 -0.6
N -0.40371 -1.08897 1.15065 1.6 -0.5 0.9
H 0.34055 -1.48446 1.73558 -0.8 -0.6 0.1
N -0.15407 0.77005 -0.95865 1.7 -0.7 0.0
F 0.36130 1.43183 -2.00767 -1.0 0.4 0.0
F -1.39284 1.05300 -0.61031 -0.1 0.4 -0.7
H -1.04861 -0.41017 1.46489 -1.5 0.2 0.9


Entry 4:
17
Properties=species:S:1:pos:R:3:forces:R:3 method="wB97M-V/def2-TZVPD" s_squared=0.87 e_homo_ev="-19.1 / -18.8" total_charge=+2 spin_multiplicity=2
O 0.38494 -1.03634 1.13721 -0.5 -0.6 -0.8
H 3.26744 0.14452 -0.00267 0.2 -0.5 -0.5
N -1.80167 2.47620 0.35324 -0.6 -0.7 -0.2
H 2.22762 0.68286 1.24999 -0.4 0.0 0.0
H -1.23165 1.65474 0.31759 0.1 0.1 0.7
O -1.67792 -0.84712 -0.48048 1.5 0.3 0.8
H -1.32447 0.30933 -2.03694 0.2 -0.1 -0.4
C 2.50607 -0.20313 0.67798 -0.1 0.4 0.1
C -0.91933 -0.16717 -1.13564 -2.1 1.2 -1.5
H -0.55909 -1.21034 0.81230 0.0 -0.3 0.3
C 0.52836 0.08410 -0.94484 1.5 -3.0 0.5
C 1.23872 -0.84682 0.00962 0.1 1.9 1.4
H 1.48157 -1.84483 -0.45066 0.0 0.3 -0.2
H 2.85463 -0.92632 1.40248 0.4 -0.3 -0.1
H -2.63899 2.33581 -0.20628 0.0 0.6 0.0
H 1.18676 0.48252 -1.72844 -0.4 0.6 0.2
H -1.95192 2.91009 1.26353 0.3 0.1 -0.2